Record 1
Below is 12 unconnected molecules or ions with the total composition C48H96O36, with properties calculated with the ωB97M-V functional and the def2-TZVPD basis.

Atoms and positions in Å:
1 C -6.125 -1.392 -2.726
2 C -4.924 -0.549 -3.031
3 O -4.273 -1.170 -4.132
4 C -3.092 -0.786 -4.514
5 O -2.374 0.082 -4.089
6 O -2.812 -1.529 -5.543
7 C -1.608 -1.246 -6.219
8 H -5.922 -2.439 -2.488
9 H -6.870 -1.364 -3.526
10 H -6.670 -1.056 -1.851
11 H -4.289 -0.418 -2.151
12 H -5.202 0.480 -3.294
13 H -0.707 -1.563 -5.691
14 H -1.513 -0.158 -6.352
15 H -1.571 -1.599 -7.245
16 C 1.931 7.644 -3.958
17 C 1.558 6.389 -3.221
18 O 0.758 5.591 -4.122
19 C -0.005 4.662 -3.606
20 O -0.048 4.415 -2.431
21 O -0.660 4.084 -4.598
22 C -1.709 3.183 -4.406
23 H 1.058 8.180 -4.333
24 H 2.646 7.487 -4.761
25 H 2.367 8.348 -3.242
26 H 1.037 6.627 -2.300
27 H 2.444 5.801 -2.969
28 H -2.518 3.553 -3.756
29 H -1.467 2.212 -3.991
30 H -2.246 3.079 -5.346
31 C -4.232 -7.663 8.265
32 C -4.062 -7.973 6.769
33 O -4.219 -6.772 5.994
34 C -3.149 -6.247 5.403
35 O -2.080 -6.744 5.321
36 O -3.506 -5.112 4.865
37 C -2.533 -4.395 4.120
38 H -3.850 -6.658 8.432
39 H -3.576 -8.295 8.861
40 H -5.281 -7.803 8.499
41 H -4.826 -8.650 6.384
42 H -3.134 -8.522 6.626
43 H -1.619 -4.193 4.679
44 H -2.986 -3.460 3.802
45 H -2.276 -4.934 3.206
46 C 9.251 -3.526 2.233
47 C 8.568 -3.639 0.900
48 O 7.295 -2.990 0.955
49 C 6.514 -3.151 -0.075
50 O 6.736 -3.808 -1.020
51 O 5.505 -2.356 0.059
52 C 4.351 -2.586 -0.741
53 H 8.648 -3.923 3.057
54 H 9.732 -2.596 2.514
55 H 10.035 -4.299 2.236
56 H 8.465 -4.678 0.595
57 H 9.206 -3.138 0.164
58 H 4.611 -2.419 -1.786
59 H 3.538 -1.891 -0.545
60 H 3.960 -3.585 -0.553
61 C -1.528 -4.003 -3.245
62 C -1.600 -5.037 -4.347
63 O -1.904 -4.351 -5.559
64 C -2.028 -5.057 -6.649
65 O -1.867 -6.230 -6.727
66 O -2.433 -4.258 -7.603
67 C -2.667 -4.819 -8.891
68 H -2.469 -3.473 -3.119
69 H -0.755 -3.301 -3.561
70 H -1.178 -4.506 -2.347
71 H -2.341 -5.811 -4.160
72 H -0.600 -5.459 -4.461
73 H -2.573 -4.012 -9.609
74 H -3.693 -5.193 -8.949
75 H -2.005 -5.659 -9.091
76 C -7.016 5.300 0.763
77 C -5.601 4.802 0.478
78 O -5.476 3.409 0.583
79 C -5.070 2.920 1.742
80 O -4.876 3.546 2.723
81 O -4.944 1.624 1.617
82 C -4.701 0.855 2.778
83 H -7.391 5.059 1.754
84 H -7.692 4.821 0.049
85 H -7.002 6.370 0.565
86 H -4.936 5.431 1.059
87 H -5.437 5.021 -0.574
88 H -4.351 -0.145 2.529
89 H -5.661 0.705 3.280
90 H -3.958 1.264 3.456
91 C -0.202 -1.903 2.628
92 C -0.152 -1.956 1.114
93 O -0.058 -0.608 0.592
94 C -1.188 0.061 0.461
95 O -2.218 -0.286 0.906
96 O -0.891 1.234 -0.027
97 C -1.936 2.193 -0.207
98 H -0.071 -2.879 3.102
99 H -1.188 -1.555 2.943
100 H 0.526 -1.206 3.038
101 H -1.063 -2.450 0.770
102 H 0.701 -2.468 0.672
103 H -2.220 2.200 -1.255
104 H -1.595 3.183 0.082
105 H -2.777 1.940 0.444
106 C -2.591 5.715 -0.060
107 C -1.180 6.201 -0.313
108 O -0.844 7.239 0.617
109 C 0.038 8.177 0.285
110 O 0.585 8.258 -0.762
111 O 0.205 8.980 1.337
112 C 0.848 10.211 1.088
113 H -2.686 5.343 0.957
114 H -2.699 4.871 -0.744
115 H -3.261 6.543 -0.280
116 H -1.104 6.500 -1.352
117 H -0.492 5.382 -0.102
118 H 0.337 10.950 1.699
119 H 0.718 10.510 0.046
120 H 1.917 10.258 1.285
121 C 7.946 0.522 0.307
122 C 6.912 1.631 0.636
123 O 5.947 1.179 1.560
124 C 4.796 0.770 1.071
125 O 4.589 0.620 -0.098
126 O 3.942 0.636 2.067
127 C 2.592 0.348 1.743
128 H 8.472 0.852 -0.591
129 H 7.510 -0.463 0.156
130 H 8.655 0.464 1.134
131 H 6.492 1.997 -0.296
132 H 7.533 2.389 1.110
133 H 2.423 -0.722 1.812
134 H 2.381 0.805 0.785
135 H 1.974 0.801 2.516
136 C -1.301 2.862 3.138
137 C -1.969 4.155 3.579
138 O -0.917 4.954 4.085
139 C -1.278 6.145 4.495
140 O -2.382 6.543 4.573
141 O -0.186 6.791 4.773
142 C -0.346 8.147 5.155
143 H -2.006 2.144 2.720
144 H -0.809 2.446 4.015
145 H -0.605 3.128 2.342
146 H -2.832 4.038 4.238
147 H -2.493 4.616 2.733
148 H 0.559 8.533 5.598
149 H -1.174 8.261 5.861
150 H -0.672 8.697 4.268
151 C 5.364 -4.416 3.398
152 C 4.289 -3.429 3.778
153 O 3.047 -4.104 4.147
154 C 2.316 -4.758 3.268
155 O 2.509 -4.892 2.107
156 O 1.329 -5.312 3.965
157 C 0.386 -6.139 3.263
158 H 5.174 -4.968 2.478
159 H 5.587 -5.148 4.172
160 H 6.246 -3.800 3.193
161 H 4.061 -2.690 2.999
162 H 4.548 -2.832 4.652
163 H -0.271 -5.513 2.658
164 H -0.179 -6.525 4.103
165 H 0.848 -6.884 2.623
166 C 0.851 0.372 -3.590
167 C 0.835 -1.078 -3.221
168 O 1.493 -1.853 -4.214
169 C 2.111 -2.989 -3.902
170 O 2.383 -3.358 -2.783
171 O 2.265 -3.692 -5.028
172 C 3.129 -4.793 -4.988
173 H 1.867 0.774 -3.645
174 H 0.314 0.998 -2.875
175 H 0.390 0.629 -4.548
176 H -0.212 -1.375 -3.107
177 H 1.334 -1.222 -2.260
178 H 4.126 -4.520 -5.350
179 H 2.829 -5.642 -5.594
180 H 3.288 -5.127 -3.963

Properties
DFT total energy in eV: -125043.44770
HOMO-LUMO gap in eV: 10.82
Net charge: 0
E_HOMO in eV: -10.4
SMILES string: CCOC(=O)OC.CCOC(=O)OC.CCOC(=O)OC.CCOC(=O)OC.CCOC(=O)OC.CCOC(=O)OC.CCOC(=O)OC.CCOC(=O)OC.CCOC(=O)OC.CCOC(=O)OC.CCOC(=O)OC.CCOC(=O)OC
Energy relative to the best compared isomer or geometry (same formula, charge and spin) in kcal per mole: 34.8



Record 2
Below is a molecular structure, C26H62Ba2N2O32P6, with properties calculated with the ωB97M-V functional and the def2-TZVPD basis.

Atoms and positions in Å:
1 Ba 0.755 2.012 -5.228
2 Ba 0.254 -3.515 2.086
3 C -0.768 -0.196 -1.361
4 C -0.038 0.565 -2.262
5 C 1.522 0.452 -2.225
6 O 2.112 1.199 -3.050
7 C 2.120 -0.291 -1.226
8 C 1.368 -1.157 -0.417
9 C -0.147 -1.109 -0.501
10 O -0.881 -1.861 0.190
11 O 1.939 -1.836 0.469
12 O -0.518 1.344 -3.121
13 H -1.832 -0.263 -1.540
14 H 3.195 -0.269 -1.106
15 C 2.412 3.911 -1.091
16 N 1.502 4.956 -1.655
17 O 1.908 6.087 -1.627
18 O 0.402 4.640 -2.106
19 H 3.306 3.814 -1.695
20 H 1.823 2.994 -1.096
21 H 2.499 4.179 -0.042
22 C -1.578 3.119 -0.285
23 N -1.709 4.555 0.068
24 O -2.594 5.136 -0.523
25 O -0.902 5.057 0.820
26 H -1.470 3.101 -1.365
27 H -2.510 2.659 0.031
28 H -0.695 2.672 0.159
29 C -4.743 -4.765 -0.179
30 O -3.845 -5.844 -0.478
31 P -2.299 -5.648 -0.442
32 O -1.812 -5.027 0.804
33 O -1.720 -7.076 -0.678
34 C -1.793 -7.722 -1.956
35 O -1.991 -4.823 -1.754
36 C -0.675 -4.349 -2.025
37 H -5.478 -5.175 0.507
38 H -5.243 -4.447 -1.093
39 H -4.260 -3.896 0.268
40 H -0.784 -7.764 -2.367
41 H -2.426 -7.198 -2.670
42 H -2.146 -8.745 -1.861
43 H -0.084 -5.155 -2.471
44 H -0.149 -4.161 -1.084
45 H -0.692 -3.460 -2.640
46 C -4.943 0.599 -7.033
47 O -3.870 -0.052 -6.335
48 P -3.125 0.684 -5.162
49 O -1.832 1.263 -5.565
50 O -4.156 1.764 -4.668
51 C -4.020 2.292 -3.318
52 O -3.022 -0.417 -4.060
53 C -4.177 -1.037 -3.479
54 H -5.286 -0.031 -7.847
55 H -4.623 1.551 -7.463
56 H -5.783 0.826 -6.378
57 H -4.195 3.360 -3.414
58 H -3.107 2.005 -2.802
59 H -4.877 1.936 -2.740
60 H -4.101 -2.116 -3.609
61 H -5.107 -0.652 -3.885
62 H -4.110 -0.908 -2.397
63 C 5.154 1.182 -2.876
64 O 6.519 1.602 -3.026
65 P 6.994 2.781 -2.076
66 O 5.972 3.794 -1.805
67 O 7.542 2.069 -0.759
68 C 6.627 1.525 0.189
69 O 8.294 3.224 -2.795
70 C 9.205 4.157 -2.186
71 H 5.219 0.186 -2.428
72 H 4.643 1.125 -3.828
73 H 4.622 1.794 -2.152
74 H 5.631 1.962 0.081
75 H 6.972 1.879 1.164
76 H 6.645 0.438 0.182
77 H 8.699 4.828 -1.494
78 H 9.625 4.732 -3.006
79 H 10.000 3.616 -1.678
80 C 2.480 0.702 2.646
81 O 1.101 0.967 2.895
82 P 0.344 0.107 3.988
83 O 0.347 -1.331 3.678
84 O 1.030 0.424 5.355
85 C 0.988 1.723 5.957
86 O -1.026 0.840 4.094
87 C -1.848 1.036 2.930
88 H 2.703 0.563 1.584
89 H 2.842 -0.171 3.184
90 H 3.057 1.601 2.880
91 H 1.230 1.642 7.011
92 H 0.013 2.207 5.893
93 H 1.684 2.381 5.436
94 H -1.566 0.375 2.111
95 H -1.772 2.081 2.625
96 H -2.893 0.907 3.205
97 C -7.062 1.495 3.100
98 O -7.135 1.430 1.652
99 P -6.107 2.246 0.796
100 O -6.342 2.231 -0.639
101 O -6.070 3.634 1.530
102 C -5.015 4.564 1.269
103 O -4.675 1.616 1.184
104 C -4.340 0.345 0.620
105 H -6.016 1.550 3.392
106 H -7.554 0.607 3.483
107 H -7.617 2.369 3.430
108 H -4.879 4.691 0.194
109 H -4.058 4.235 1.677
110 H -5.242 5.542 1.681
111 H -4.246 -0.404 1.407
112 H -3.368 0.412 0.131
113 H -5.087 0.060 -0.120
114 C 3.682 -6.129 4.553
115 O 4.506 -4.994 4.242
116 P 4.011 -3.651 3.630
117 O 2.653 -3.736 3.042
118 O 5.166 -3.311 2.645
119 C 5.020 -2.090 1.900
120 O 4.116 -2.553 4.744
121 C 3.211 -2.624 5.870
122 H 2.626 -5.869 4.506
123 H 3.837 -6.377 5.605
124 H 4.033 -6.957 3.949
125 H 4.495 -1.312 2.456
126 H 4.492 -2.285 0.968
127 H 5.998 -1.671 1.671
128 H 3.734 -2.461 6.806
129 H 2.629 -3.542 5.857
130 H 2.527 -1.779 5.761

Properties
DFT total energy in eV: -153590.83704
HOMO-LUMO gap in eV: 7.50
Net charge: +2
E_HOMO in eV: -12.5



Record 3
Below is 2 unconnected molecules or ions with the total composition C3H5ClN2, with properties calculated with the ωB97M-V functional and the def2-TZVPD basis.

Atoms and positions in Å:
1 C -0.127 1.703 -0.681
2 C 0.471 0.506 -0.812
3 N -0.214 -0.651 -1.249
4 Cl 2.029 0.147 -0.255
5 H -1.226 1.625 -0.773
6 H 0.233 2.588 -0.087
7 H 0.147 -1.425 -1.891
8 H -1.190 -0.344 -1.459
9 C -0.016 -1.422 2.381
10 N -1.088 -1.074 2.222
11 H 0.981 -1.652 2.605

Properties
DFT total energy in eV: -18692.86466
HOMO-LUMO gap in eV: 9.39
Net charge: 0
E_HOMO in eV: -8.6
SMILES string: C=C(N)Cl.C#N
Energy relative to the best compared isomer or geometry (same formula, charge and spin) in kcal per mole: 28.8



Record 4
Below is a molecular structure, C6H14HgO4, with properties calculated with the ωB97M-V functional and the def2-TZVPD basis.

Atoms and positions in Å:
1 C -2.789 -0.891 1.328
2 H -2.941 -1.759 0.667
3 H -3.393 -1.145 2.213
4 H -3.152 0.148 1.362
5 O -1.825 0.229 -0.417
6 C -1.528 -0.359 -1.661
7 C -0.512 -1.481 -1.647
8 O 0.810 -0.822 -1.484
9 C 1.881 -1.680 -1.251
10 C 2.966 -0.961 -0.481
11 O 2.464 -0.656 0.808
12 C 3.362 0.056 1.625
13 H -1.194 0.465 -2.352
14 H -2.452 -0.797 -2.114
15 H -0.508 -1.905 -2.679
16 H 2.312 -2.079 -2.191
17 H 1.540 -2.552 -0.656
18 H 3.266 -0.032 -0.999
19 H 3.860 -1.605 -0.397
20 H 2.834 0.316 2.550
21 H 4.245 -0.560 1.868
22 H 3.707 0.979 1.128
23 Hg 0.078 -0.450 0.707
24 O -1.310 -1.362 2.198
25 H -1.420 -2.305 2.335

Properties
DFT total energy in eV: -18805.61898
HOMO-LUMO gap (spin up / spin down) in eV: 4.77 / 5.25
2S+1: 2
Net charge: -1
E_HOMO (spin up / spin down) in eV: -1.3 / -1.9
Energy relative to the best compared isomer or geometry (same formula, charge and spin) in kcal per mole: 33.6